Molecular formula: C22H34BMoN6S2
Method: DFT, ωB97M-V with the def2-TZVPD basis set

## Properties
* total charge: +3
* HOMO level (alpha / beta): -18.42 / -18.43 eV
* energy relative to the best compared isomer or geometry (same formula, charge and spin): 6.02 kcal per mole
* gap between HOMO and LUMO (alpha / beta): 6.27 / 5.91 eV

The geometry in XYZ format:
```
66
Properties=species:S:1:pos:R:3:lowdin_charge:R:1
Mo -0.34 0.00 -0.04 1.38
S -0.10 0.31 -2.36 0.88
S 1.98 -0.29 -0.28 0.84
N 0.01 -0.01 1.96 -0.09
N -1.65 1.49 -0.15 -0.12
N -2.66 1.21 0.75 -0.01
N -1.53 -1.61 -0.17 -0.07
N -2.56 -1.31 0.72 -0.02
N -1.29 -0.02 2.47 -0.02
C 0.87 -0.03 3.04 -0.20
C -1.22 -0.07 3.80 0.03
C -1.82 -2.84 -0.74 -0.16
C -3.09 3.19 -0.18 0.08
C -3.04 -3.25 -0.23 0.06
C -1.90 2.73 -0.71 -0.19
C 0.42 3.61 -0.94 -0.04
C 2.48 -0.04 -1.91 -0.63
C 0.11 -0.08 4.20 0.06
C 1.80 0.32 -4.34 -0.05
C -0.68 -5.02 -0.86 -0.03
C 1.51 0.19 -2.88 -0.65
C -0.99 -3.72 -1.64 -0.34
C -0.95 3.42 -1.63 -0.38
C -3.46 -2.28 0.67 0.04
C 2.93 -1.25 3.67 -0.03
C 0.28 -3.14 -2.23 -0.07
C 3.93 -0.12 -2.17 -0.05
C -1.51 4.75 -2.11 -0.04
C 2.36 0.02 3.03 -0.40
C -3.53 2.21 0.72 0.06
C 2.84 1.28 3.77 -0.03
B -2.60 -0.05 1.63 -0.48
H -0.04 -4.82 -0.01 0.10
H 0.91 -2.68 -1.46 0.04
H -0.80 2.78 -2.50 0.09
H -0.83 5.20 -2.83 0.10
H 0.47 -0.11 5.21 0.15
H 4.37 -1.01 -1.70 0.11
H 2.74 0.09 2.01 0.04
H 0.78 2.69 -0.47 0.03
H 0.86 -3.95 -2.67 0.10
H -4.41 2.21 1.34 0.17
H 0.06 -2.43 -3.02 0.06
H 3.93 1.34 3.70 0.10
H -1.65 -3.99 -2.47 0.16
H 2.34 -0.56 -4.69 0.12
H -2.48 4.62 -2.60 0.10
H 4.43 0.75 -1.72 0.12
H -2.11 -0.09 4.40 0.16
H 4.02 -1.24 3.59 0.10
H 0.88 0.42 -4.92 0.09
H 2.42 2.19 3.34 0.09
H -3.55 -4.16 -0.48 0.15
H 2.57 1.24 4.82 0.09
H 0.35 4.38 -0.17 0.10
H -3.53 -0.10 2.35 0.15
H -4.35 -2.26 1.28 0.16
H 2.56 -2.15 3.18 0.09
H 2.67 -1.30 4.73 0.09
H -1.59 -5.51 -0.52 0.09
H 4.17 -0.13 -3.23 0.10
H 1.16 3.94 -1.67 0.10
H 2.43 1.19 -4.53 0.12
H -3.58 4.12 -0.40 0.14
H -0.17 -5.71 -1.53 0.10
H -1.63 5.45 -1.28 0.10
```

***

Molecular formula: C22H34Cl16O6
Method: DFT, ωB97M-V with the def2-TZVPD basis set

## Properties
* HOMO level: -9.60 eV
* SMILES: COCCCCCCCCCCC[C@]1(OC[C@@H](C)O)COC(=O)O1.ClC(Cl)(Cl)Cl.ClC(Cl)(Cl)Cl.ClC(Cl)(Cl)Cl.ClC(Cl)(Cl)Cl
* energy relative to the best compared isomer or geometry (same formula, charge and spin): 86.72 kcal per mole
* gap between HOMO and LUMO: 9.45 eV

The geometry in XYZ format:
```
78
Properties=species:S:1:pos:R:3:lowdin_charge:R:1
Cl 9.89 4.61 0.78 0.48
Cl 1.75 1.49 -3.67 0.54
Cl 10.76 0.47 3.55 0.52
Cl 7.03 4.46 1.27 0.60
Cl 2.70 -7.46 -4.40 0.52
Cl 9.26 2.93 3.18 0.47
Cl 7.88 0.38 3.15 0.52
Cl 0.94 4.06 -2.59 0.54
Cl 9.63 1.11 0.95 0.51
Cl 4.09 -5.84 -2.43 0.52
Cl -0.15 1.61 -1.48 0.54
Cl 2.21 -4.60 -4.27 0.51
Cl 8.18 6.86 0.13 0.53
Cl -0.94 2.48 -4.14 0.52
Cl 8.69 6.19 2.91 0.51
Cl 1.24 -6.34 -2.16 0.52
O -7.45 2.39 -0.08 -0.08
O -5.98 -0.71 2.51 0.02
O -5.09 1.43 2.03 -0.01
O -6.85 1.31 3.56 0.13
O 4.61 3.11 0.57 -0.29
O -6.66 -0.10 0.46 -0.07
C -6.36 0.34 -0.88 -0.13
C 2.56 -6.06 -3.31 -2.03
C -1.21 -2.55 0.77 -0.20
C 2.87 -1.45 0.36 -0.19
C 8.45 5.53 1.27 -1.99
C 3.67 2.48 -0.32 -0.23
C -8.92 0.74 -1.22 -0.06
C -5.50 -0.64 1.12 -0.39
C -6.07 0.71 2.81 -0.37
C -3.80 -2.41 -0.01 -0.18
C -0.13 -3.35 -0.16 -0.20
C -5.14 -2.20 0.86 -0.07
C 4.03 4.23 1.28 -0.15
C -4.26 0.36 1.44 -0.04
C 2.35 -2.48 -0.80 -0.21
C 3.40 -0.13 -0.37 -0.21
C 2.94 1.22 0.38 -0.18
C 0.40 2.41 -2.97 -2.01
C 9.38 1.23 2.71 -2.00
C -2.66 -3.26 0.78 -0.19
C -7.47 1.48 -1.23 -0.32
C 0.77 -2.32 -1.01 -0.21
H 1.80 1.38 0.27 0.06
H -9.42 1.01 -0.22 0.09
H 0.51 -2.47 -2.12 0.10
H -4.97 -2.70 1.88 0.12
H -9.60 1.09 -2.08 0.08
H -0.76 -2.59 1.83 0.11
H 3.22 1.21 1.49 0.12
H -2.94 -3.40 1.90 0.11
H -8.18 3.05 -0.17 0.10
H 3.58 3.81 2.24 0.10
H -6.41 -0.51 -1.67 0.14
H 2.89 -2.27 -1.79 0.10
H -0.66 -4.04 -0.89 0.09
H 2.00 -1.24 1.06 0.11
H -7.24 2.01 -2.21 0.14
H -2.57 -4.32 0.34 0.11
H -6.03 -2.77 0.40 0.13
H -3.65 0.64 0.52 0.13
H -8.78 -0.38 -1.27 0.08
H 4.54 -0.13 -0.38 0.12
H -4.07 -3.04 -0.94 0.11
H 4.22 2.08 -1.25 0.12
H -5.34 0.84 -1.02 0.13
H 3.71 -1.95 0.97 0.11
H -1.24 -1.45 0.48 0.09
H 0.50 -1.23 -0.75 0.07
H -3.76 -0.18 2.30 0.16
H 0.53 -3.98 0.54 0.11
H 2.95 -0.10 -1.43 0.08
H 3.21 4.77 0.69 0.10
H 2.85 3.18 -0.72 0.07
H 4.91 4.92 1.57 0.01
H -3.38 -1.43 -0.42 0.10
H 2.57 -3.54 -0.46 0.09
```

***

Molecular formula: C22H34Cl2N5O4Tb
Method: DFT, ωB97M-V with the def2-TZVPD basis set

## Properties
* HOMO level (alpha / beta): -5.01 / -4.20 eV
* spin multiplicity: 7
* gap between HOMO and LUMO (alpha / beta): 5.10 / 4.30 eV

The geometry in XYZ format:
```
68
Properties=species:S:1:pos:R:3:lowdin_charge:R:1
Tb 0.40 -1.31 0.71 1.39
Cl -2.34 -1.00 -4.72 0.68
Cl 2.91 -1.73 0.41 -0.16
O -0.15 -1.82 -1.24 -0.33
O 0.14 -3.12 2.18 -0.15
O -1.74 -0.36 0.66 -0.17
O 0.83 0.93 0.77 -0.21
N -3.93 0.26 0.53 -0.17
N 2.20 2.74 1.04 -0.16
N -0.30 -1.08 3.06 0.01
N -1.21 0.89 3.72 0.11
N -0.25 -2.97 4.45 -0.08
C -0.98 0.84 -3.38 -0.20
C 0.40 -0.92 -4.53 -0.11
C -0.91 -0.36 -4.02 -0.77
C 0.26 -6.61 -2.79 -0.12
C -0.17 -3.83 -2.53 -0.19
C -5.34 -0.09 0.69 -0.04
C -1.06 -0.93 5.33 -0.06
C -3.61 1.66 0.25 -0.02
C 0.81 -4.50 -1.73 -0.03
C -0.59 -2.46 -2.25 -0.29
C 1.28 3.46 1.91 -0.01
C 3.48 3.39 0.76 -0.03
C 0.98 -5.87 -1.86 -0.10
C -0.86 -4.58 -3.51 -0.06
C -0.71 -2.24 5.51 -0.14
C -0.64 -5.95 -3.64 -0.11
C -2.97 -0.64 0.74 -0.22
C 0.13 -4.38 4.58 -0.01
C 1.94 1.54 0.58 -0.28
C -0.87 -0.37 4.05 -0.44
C -0.14 -2.42 3.22 -0.53
C 0.20 1.71 -3.07 -0.10
H -1.50 -2.11 -2.76 0.06
H -2.56 1.74 -0.04 0.09
H 0.93 4.38 1.42 0.10
H -0.47 -5.01 3.91 0.09
H 1.08 -1.09 -3.68 0.09
H -5.92 0.29 -0.15 0.09
H -1.95 1.25 -3.08 0.09
H 0.39 -7.69 -2.85 0.09
H 0.88 -0.19 -5.20 0.08
H 0.43 2.82 2.16 0.07
H -0.79 -2.81 6.43 0.10
H 1.41 -3.92 -1.02 0.07
H 4.04 3.57 1.69 0.10
H 4.06 2.74 0.10 0.10
H -3.32 -1.66 1.00 0.16
H -1.47 -0.33 6.14 0.10
H -5.42 -1.18 0.74 0.09
H -3.80 2.28 1.14 0.10
H 0.29 -1.87 -5.06 0.08
H -0.16 2.71 -2.80 0.07
H 1.80 3.76 2.83 0.10
H 1.19 -4.52 4.32 0.10
H -1.74 1.45 4.37 0.09
H -1.58 -4.07 -4.15 0.09
H -5.75 0.35 1.61 0.10
H 3.31 4.36 0.27 0.10
H 0.80 1.34 -2.22 0.07
H -1.25 1.14 2.73 0.07
H 2.74 1.03 0.01 0.11
H -1.18 -6.52 -4.39 0.09
H -4.26 2.02 -0.56 0.09
H 0.88 1.82 -3.92 0.08
H 1.69 -6.37 -1.21 0.10
H -0.04 -4.66 5.62 0.08
```

***

Molecular formula: C22H34FeN3OP2S
Method: DFT, ωB97M-V with the def2-TZVPD basis set

## Properties
* total charge: +1
* HOMO level (alpha / beta): -9.21 / -10.02 eV
* spin multiplicity: 5
* energy relative to the best compared isomer or geometry (same formula, charge and spin): 10.13 kcal per mole
* gap between HOMO and LUMO (alpha / beta): 7.21 / 7.97 eV

The geometry in XYZ format:
```
64
Properties=species:S:1:pos:R:3:lowdin_charge:R:1
Fe 0.84 -0.79 0.19 0.14
S 0.78 -0.50 2.58 0.70
P -1.42 -1.10 -0.76 0.83
P 0.36 1.50 -0.88 0.87
O 1.58 -2.66 -0.64 -0.08
N -1.61 0.60 2.12 0.02
N 3.08 -0.38 0.38 0.02
N -0.97 0.45 4.31 0.03
C -2.19 1.08 4.81 -0.15
C 0.75 -4.16 0.99 -0.07
C -4.11 1.79 -2.01 -0.06
C -2.77 -2.07 -0.02 -0.23
C -0.71 0.23 3.02 -0.77
C 3.65 -0.56 -1.99 -0.05
C -2.89 1.24 2.44 -0.15
C 5.13 -1.53 -0.36 -0.03
C 0.51 2.81 0.39 -0.24
C -3.29 2.91 -2.13 -0.06
C 5.65 -1.69 -2.70 -0.08
C -2.22 0.47 -1.27 -0.38
C 1.25 2.23 -2.29 -0.25
C 4.49 -0.99 -3.01 -0.07
C -1.95 2.81 -1.81 -0.08
C -1.41 1.61 -1.36 -0.38
C -2.74 2.01 3.74 -0.15
C -3.58 0.58 -1.59 -0.08
C 0.64 -2.96 0.09 -0.42
C 5.96 -1.97 -1.38 -0.07
C -1.19 -1.93 -2.37 -0.23
C 3.97 -0.83 -0.67 -0.31
H 4.24 -0.78 -4.04 0.11
H -3.14 1.90 1.61 0.12
H -3.23 -1.53 0.80 0.04
H 6.30 -2.03 -3.50 0.11
H -2.11 -1.89 -2.95 0.05
H 0.64 -5.07 0.38 0.09
H 0.97 3.27 -2.45 0.05
H -2.06 2.85 3.60 0.12
H -0.24 0.18 4.96 0.13
H 3.39 -0.76 1.27 0.08
H -1.32 3.69 -1.90 0.10
H -1.94 1.63 5.71 0.13
H 3.15 0.63 0.47 0.09
H 1.56 2.90 0.70 0.05
H 6.86 -2.52 -1.14 0.11
H 2.32 2.18 -2.10 0.04
H -1.37 0.38 1.17 0.02
H 1.73 -4.18 1.46 0.08
H 5.37 -1.73 0.67 0.11
H -0.40 -1.43 -2.93 0.05
H -0.08 2.55 1.27 0.02
H -3.67 0.49 2.52 0.12
H -3.71 2.41 4.05 0.13
H -0.89 -2.97 -2.22 0.05
H 1.04 1.66 -3.20 0.05
H 2.72 -0.05 -2.23 0.08
H -5.16 1.86 -2.25 0.11
H -2.34 -3.00 0.37 0.04
H -3.70 3.85 -2.48 0.11
H -2.92 0.32 5.07 0.13
H -0.03 -4.16 1.75 0.06
H 0.18 3.78 0.01 0.05
H -3.54 -2.33 -0.75 0.05
H -4.22 -0.28 -1.52 0.10
```

***

Molecular formula: C22H34MgN2O2SbSi
Method: DFT, ωB97M-V with the def2-TZVPD basis set

## Properties
* total charge: +1
* HOMO level (alpha / beta): -9.27 / -9.27 eV
* gap between HOMO and LUMO (alpha / beta): 4.15 / 4.15 eV

The geometry in XYZ format:
```
63
Properties=species:S:1:pos:R:3:lowdin_charge:R:1
Sb -0.65 1.56 -1.64 1.37
Si 2.65 -0.84 -1.35 0.42
Mg 0.09 -0.99 -0.30 0.46
O 1.04 2.67 6.40 0.14
O 0.63 0.82 7.63 0.10
N -0.55 -1.36 1.68 0.03
N -1.22 -2.50 -0.64 0.01
C 1.06 4.24 -2.44 -0.16
C 3.16 -2.61 -0.98 -0.30
C -0.94 1.19 -3.77 -0.41
C 0.45 0.61 2.80 0.00
C -3.08 -4.60 -0.81 -0.01
C 0.63 1.32 3.98 0.04
C -2.39 2.63 -0.91 -0.40
C -1.27 -2.51 1.76 0.01
C -2.41 -4.30 0.37 -0.01
C 0.01 -0.74 2.79 -0.26
C -1.64 -3.14 0.49 -0.23
C 0.75 1.50 6.46 -0.46
C 0.98 3.07 -1.43 -0.38
C -1.79 -2.85 -1.82 -0.11
C 0.45 0.66 5.26 -0.11
C 2.71 -0.52 -3.28 -0.25
C -2.73 -3.85 -1.98 -0.02
C -2.36 0.64 -4.02 -0.19
C 3.84 0.28 -0.46 -0.27
C -2.12 2.93 0.56 -0.21
C 0.25 -0.70 5.25 -0.02
C -0.08 -1.36 4.08 0.01
H -3.14 1.27 -3.51 0.07
H 0.33 5.05 -2.20 0.08
H 3.27 1.01 0.10 -0.02
H -1.58 -3.00 2.71 0.14
H 2.79 -3.26 -1.81 0.02
H 2.13 -1.36 -3.69 0.00
H 2.03 4.75 -2.42 0.07
H -2.59 0.67 -5.09 0.07
H -0.64 2.20 -4.21 0.07
H 3.74 -0.69 -3.76 0.05
H 0.87 3.97 -3.49 0.06
H -1.16 3.36 0.82 0.05
H -3.08 1.83 -1.16 0.04
H -0.50 -2.38 4.05 0.10
H 0.45 1.13 1.85 0.09
H 4.25 -2.68 -0.97 0.02
H -2.40 3.49 -1.47 0.02
H -3.16 -4.16 -2.97 0.14
H 4.46 0.87 -1.25 0.06
H -2.98 3.40 1.08 0.09
H 0.59 -0.18 7.45 0.12
H -2.49 -4.95 1.20 0.12
H 4.52 -0.27 0.25 0.05
H 0.78 3.34 -0.37 0.03
H -1.37 -2.37 -2.69 0.12
H -0.17 0.44 -4.01 0.03
H 2.26 0.42 -3.61 -0.01
H 1.90 2.52 -1.31 0.01
H -2.02 1.96 1.08 0.04
H 2.81 -3.14 -0.07 0.02
H -4.02 -5.26 -0.79 0.15
H -2.51 -0.36 -3.63 0.04
H 0.87 2.37 4.03 0.13
H 0.28 -1.25 6.19 0.12
```

***

Molecular formula: C22H34N2O3
Method: DFT, ωB97M-V with the def2-TZVPD basis set

## Properties
* HOMO level: -7.59 eV
* energy relative to the best compared isomer or geometry (same formula, charge and spin): 498.89 kcal per mole
* gap between HOMO and LUMO: 7.85 eV

The geometry in XYZ format:
```
61
Properties=species:S:1:pos:R:3:lowdin_charge:R:1
O 1.92 1.92 -0.53 -0.02
O 1.17 4.60 -1.09 0.02
O -3.15 0.96 -3.52 -0.01
N -2.23 -0.55 -2.05 0.05
N 2.17 0.29 3.54 -0.07
C -3.12 -3.93 -3.19 -0.24
C 0.96 0.68 2.74 -0.24
C -4.16 -1.99 -1.45 -0.26
C -1.57 3.13 -2.40 -0.09
C 3.25 1.31 2.94 -0.15
C -1.32 1.87 -2.14 -0.09
C 2.76 -1.02 3.65 -0.65
C 2.55 4.60 -0.76 0.04
C 3.18 1.62 1.60 -0.23
C 3.41 -1.64 2.74 -0.16
C -2.13 0.57 -2.87 -0.31
C -0.62 4.08 -2.20 0.04
C 1.02 0.60 1.43 -0.23
C -4.12 -4.21 -2.13 -0.36
C -2.32 -2.79 -2.57 -0.12
C 0.01 1.29 -1.64 0.08
C 0.48 3.67 -1.42 -0.27
C -3.26 -1.54 -2.44 -0.33
C 1.85 1.65 1.10 -0.26
C -4.83 -3.18 -1.68 -0.33
C 3.45 -1.13 4.92 -0.06
C 0.90 2.28 -1.14 -0.35
H -2.47 3.32 -2.84 0.10
H 2.81 2.32 3.58 0.19
H 3.56 0.71 1.06 0.16
H 2.77 -1.61 1.78 0.11
H 4.12 0.94 3.35 0.07
H 4.55 -1.38 2.29 0.17
H 0.17 0.14 -1.35 0.14
H 1.16 -0.30 0.95 0.11
H -1.62 -0.68 -1.09 0.20
H 3.66 -2.01 5.34 0.03
H -3.60 -1.26 -3.39 0.13
H -1.82 -3.19 -1.82 0.06
H -4.74 -1.03 -1.14 0.18
H -0.95 4.95 -2.11 0.05
H 2.98 -0.74 5.82 0.09
H 3.61 -2.77 2.88 0.13
H 0.63 1.50 3.25 0.10
H 2.85 4.29 0.12 0.04
H 3.81 2.49 1.17 0.17
H 2.97 5.52 -1.04 0.11
H -5.57 -3.37 -0.76 0.18
H 2.79 3.93 -1.37 0.03
H -3.80 -3.89 -4.26 0.19
H -3.60 -2.18 -0.56 0.12
H 4.45 -0.44 4.72 0.15
H 1.68 -1.55 3.87 0.19
H 0.26 -0.34 3.27 0.20
H -4.78 -5.24 -2.43 0.18
H -1.75 -2.55 -3.68 0.19
H -2.68 -4.81 -3.51 0.07
H -3.54 -4.77 -1.26 0.15
H -5.51 -2.96 -2.61 0.17
H 1.45 2.82 1.34 0.23
H -0.12 1.00 0.99 0.22
```

***

Molecular formula: C22H34N2O3
Method: DFT, ωB97M-V with the def2-TZVPD basis set

## Properties
* HOMO level: -8.26 eV
* SMILES: CNC(=O)[C@H](Cc1ccc(O)cc1)NC(C)=O.C=CC(=C)CCCC(C)C
* energy relative to the best compared isomer or geometry (same formula, charge and spin): 61.20 kcal per mole
* gap between HOMO and LUMO: 8.77 eV

The geometry in XYZ format:
```
61
Properties=species:S:1:pos:R:3:lowdin_charge:R:1
O 1.99 0.22 -5.06 0.06
O 6.77 1.73 -5.67 0.03
O -1.47 0.05 -0.35 0.03
N 3.43 -1.37 -5.50 0.03
N 5.34 0.76 -4.31 0.11
C 2.15 1.06 -2.16 -0.23
C -3.61 -0.50 4.39 -0.20
C -4.68 -0.79 1.24 -0.12
C 4.68 -2.14 -5.39 -0.06
C -2.90 0.22 6.80 -0.44
C 3.45 1.43 -2.86 -0.10
C 4.04 0.32 -3.76 -0.20
C 2.12 0.04 -1.19 -0.03
C -0.29 0.37 -0.93 -0.31
C -0.25 1.40 -1.89 0.00
C 4.50 2.12 -6.22 0.02
C -2.87 -2.45 1.72 0.05
C -4.55 -0.78 -0.14 0.03
C 0.97 1.74 -2.50 -0.02
C -3.55 -0.85 5.89 -0.19
C -1.61 0.82 6.22 -0.09
C -4.28 -1.65 3.62 -0.19
C -3.89 1.33 7.15 -0.09
C 5.60 1.52 -5.37 -0.55
C 0.90 -0.31 -0.58 -0.01
C -3.90 -1.64 2.15 -0.31
C 3.07 -0.29 -4.81 -0.46
H -4.78 0.91 7.64 0.08
H -5.17 -0.12 -0.74 0.05
H -0.92 0.02 5.93 0.08
H 6.16 0.46 -3.82 0.15
H -3.96 -2.61 4.05 0.11
H -1.16 1.90 -2.16 0.11
H -1.83 1.43 5.34 0.08
H 4.57 -3.09 -5.92 0.09
H 3.29 2.32 -3.45 0.11
H -5.42 -0.13 1.67 0.10
H 3.03 -0.48 -0.92 0.11
H 4.27 -0.50 -3.09 0.14
H -3.43 2.05 7.83 0.08
H -2.63 -0.28 7.74 0.13
H -4.21 1.86 6.25 0.08
H -4.17 0.43 4.22 0.12
H -1.12 1.45 6.96 0.08
H -2.97 -1.77 6.00 0.11
H 2.74 -1.69 -6.16 0.15
H 0.99 2.51 -3.26 0.11
H 4.00 1.33 -6.78 0.08
H 4.19 1.68 -2.09 0.12
H 0.87 -1.10 0.16 0.10
H -2.57 -2.51 0.68 0.05
H 5.50 -1.58 -5.85 0.08
H -4.56 -1.06 6.25 0.11
H 4.92 -2.34 -4.35 0.08
H -1.37 -0.50 0.43 0.08
H -2.60 -0.36 4.00 0.11
H -2.33 -3.08 2.42 0.06
H 3.79 2.65 -5.60 0.08
H -3.84 -1.40 -0.67 0.05
H -5.36 -1.60 3.73 0.12
H 4.95 2.82 -6.93 0.09
```